DFT (ωB97M-V/def2-TZVPD) results for 8 unconnected molecules or ions with the total composition C38H56Br2F8N3O21S at a distorted geometry.

The geometry in XYZ format:
```
129
Properties=species:S:1:pos:R:3:forces:R:3:lowdin_charge:R:1
C 4.181 1.637 2.609 -0.81 0.28 -0.04 -0.13
C 4.040 3.140 2.078 0.34 -1.55 0.29 -0.24
C 4.045 3.111 0.503 0.79 0.75 0.06 -0.23
C 3.800 4.526 -0.179 0.31 -0.55 0.95 -0.19
C 2.439 5.208 0.231 0.04 1.00 -0.60 -0.20
C 1.301 5.079 -0.865 0.49 -0.54 1.06 -0.17
C 0.806 3.553 -0.918 1.32 0.99 -0.18 -0.19
C 1.469 2.907 -2.196 -0.87 1.69 -0.23 -0.19
N 1.040 1.510 -2.515 -0.19 -1.01 0.74 -0.09
C 2.235 0.681 -2.820 1.13 -0.19 0.57 -0.15
C 2.898 1.056 -4.196 -0.04 -0.14 0.08 -0.16
F 4.273 0.722 -4.074 -1.14 0.06 -0.18 -0.08
C 0.227 0.932 -1.494 0.56 -0.32 0.85 -0.28
N 0.742 0.492 -0.226 -0.25 0.53 -2.12 0.20
N -1.062 0.735 -1.671 0.09 -0.07 0.19 -0.03
C -1.854 0.087 -0.581 -1.38 -0.23 1.09 -0.12
C -2.167 1.102 0.618 0.25 -0.63 -0.08 -0.23
C -1.739 0.519 2.023 0.32 0.98 -1.08 -0.54
S -2.008 1.863 3.277 -0.10 -0.14 0.54 0.68
C -1.806 1.090 -2.899 -0.25 0.09 -1.60 -0.58
Br -1.740 3.049 -3.302 -0.41 -1.06 0.51 0.76
C -1.404 0.183 -4.175 -0.42 -0.48 0.74 -0.66
C -0.772 -1.202 -3.755 -0.27 -0.28 -0.93 -0.10
Br -0.318 1.148 -5.530 -0.51 -0.85 0.41 0.70
H 4.607 1.591 3.646 -0.24 0.03 -1.11 0.07
H 4.765 0.990 1.898 -0.33 0.67 0.83 0.08
H 3.151 1.172 2.690 1.03 0.41 -0.16 0.06
H 4.920 3.696 2.511 -0.97 -0.21 -0.82 0.12
H 3.100 3.548 2.527 0.82 -0.11 -0.51 0.09
H 3.358 2.313 0.090 0.44 0.77 0.55 0.08
H 5.089 2.796 0.200 -1.09 0.15 0.26 0.12
H 4.648 5.190 0.164 -0.86 -0.70 -0.36 0.12
H 3.945 4.394 -1.283 -0.38 0.39 0.83 0.10
H 2.643 6.312 0.359 -0.24 -1.09 -0.13 0.12
H 2.073 4.866 1.243 0.37 0.16 -1.15 0.10
H 0.464 5.765 -0.583 0.60 -0.63 -0.37 0.11
H 1.744 5.417 -1.837 -0.59 -0.34 0.67 0.11
H 1.254 3.086 0.008 -0.84 0.35 -0.89 0.09
H -0.312 3.542 -0.917 0.97 -0.33 -0.09 0.06
H 2.592 3.025 -2.149 -1.16 -0.57 0.22 0.12
H 1.150 3.548 -3.073 0.28 -0.73 0.87 0.11
H 2.029 -0.423 -2.723 0.02 1.12 -0.45 0.13
H 3.023 0.898 -2.031 -0.58 -0.25 -0.87 0.13
H 2.867 2.145 -4.443 -0.17 -0.79 0.50 0.12
H 2.439 0.506 -5.057 0.62 0.27 0.84 0.08
H 1.734 0.264 -0.295 -0.15 0.47 0.21 0.11
H 0.540 1.170 0.509 0.02 -0.38 -0.03 0.09
H -1.360 -0.859 -0.217 -0.07 1.25 -0.45 0.14
H -2.864 -0.248 -0.955 1.28 0.45 -0.20 0.14
H -1.613 2.062 0.434 -0.47 -0.81 0.22 0.09
H -3.264 1.361 0.621 1.17 -0.30 0.04 0.13
H -2.258 -0.438 2.290 0.13 1.11 -0.14 0.08
H -0.639 0.294 2.023 -1.05 0.14 -0.01 0.05
H -2.379 3.029 2.635 0.21 -1.17 -0.33 -0.14
H -2.900 0.888 -2.747 1.33 0.24 0.29 0.11
H -2.368 -0.069 -4.701 1.02 0.60 0.51 0.08
H -1.027 -1.930 -4.585 0.50 0.95 1.08 0.05
H -1.226 -1.634 -2.820 0.39 0.65 -0.70 0.09
H 0.344 -1.190 -3.685 -1.00 0.17 0.14 0.07
C -3.926 -2.828 -8.302 -0.21 -0.28 -0.81 -0.04
C -4.216 -1.764 -7.291 -0.87 0.07 0.26 -0.31
O -3.391 -2.133 -6.193 0.49 0.10 -0.46 0.11
C -2.325 -2.782 -6.744 0.58 -0.47 -0.31 -0.54
O -1.305 -3.000 -6.163 -0.40 -0.15 -0.24 0.14
O -2.563 -3.140 -8.026 0.14 0.29 0.72 0.10
F -5.507 -1.802 -6.894 0.09 0.16 0.07 0.09
H -4.541 -3.720 -8.161 -0.05 0.14 0.18 0.15
H -4.049 -2.476 -9.326 0.25 -0.05 0.05 0.15
H -3.961 -0.751 -7.616 -0.10 0.00 0.11 0.18
C 3.629 -2.620 5.753 -0.18 -0.66 0.54 -0.05
C 3.236 -1.218 5.399 0.36 0.49 0.38 -0.32
O 3.983 -0.966 4.222 -0.46 -0.53 0.07 0.10
C 4.145 -2.178 3.622 0.44 -0.43 -0.74 -0.54
O 4.484 -2.323 2.491 -0.11 0.12 0.25 0.17
O 3.862 -3.199 4.471 -0.01 0.53 -0.23 0.08
F 3.625 -0.341 6.357 -0.14 0.11 -0.09 0.08
H 4.546 -2.662 6.344 -0.04 0.24 -0.04 0.15
H 2.843 -3.153 6.287 0.04 -0.10 -0.22 0.15
H 2.170 -1.086 5.192 0.05 0.13 0.10 0.17
C -2.834 -5.293 -2.865 0.68 -0.40 0.31 -0.05
C -3.424 -4.605 -4.058 -0.26 -0.41 -0.50 -0.33
O -4.710 -4.222 -3.607 0.54 0.21 0.42 0.15
C -4.587 -4.034 -2.264 -0.68 0.24 0.57 -0.54
O -5.379 -3.456 -1.593 0.28 -0.12 -0.15 0.17
O -3.437 -4.583 -1.785 -0.27 0.25 -0.31 0.07
F -3.567 -5.465 -5.096 0.02 0.19 -0.16 0.09
H -3.112 -6.348 -2.809 -0.10 0.08 -0.19 0.15
H -1.748 -5.213 -2.831 -0.10 0.12 0.17 0.14
H -2.872 -3.722 -4.385 -0.03 -0.12 -0.09 0.14
C -3.901 -3.292 4.302 -0.12 -0.25 -0.76 -0.06
C -4.216 -2.256 5.338 -0.72 0.00 0.41 -0.32
O -3.401 -2.636 6.431 0.42 0.04 -0.62 0.15
C -2.318 -3.253 5.886 0.61 -0.24 0.38 -0.54
O -1.303 -3.466 6.469 -0.27 -0.05 -0.18 0.16
O -2.535 -3.590 4.585 0.01 0.24 0.41 0.07
F -5.513 -2.326 5.717 0.04 0.17 0.02 0.09
H -4.504 -4.196 4.416 -0.08 0.15 0.16 0.15
H -4.019 -2.918 3.286 0.21 -0.06 0.04 0.14
H -3.974 -1.232 5.041 -0.14 0.02 0.10 0.17
C 6.292 1.247 -6.615 -0.16 -0.71 0.47 -0.07
C 5.878 2.634 -7.001 0.46 0.50 0.15 -0.33
O 6.609 2.865 -8.189 -0.50 -0.40 0.18 0.14
C 6.785 1.639 -8.762 0.48 -0.37 -1.01 -0.54
O 7.116 1.470 -9.888 -0.07 0.08 0.39 0.19
O 6.523 0.636 -7.881 -0.07 0.49 -0.08 0.08
F 6.265 3.542 -6.069 -0.17 0.11 0.00 0.07
H 7.216 1.232 -6.031 -0.05 0.25 -0.03 0.15
H 5.518 0.720 -6.059 0.07 -0.10 -0.20 0.12
H 4.809 2.747 -7.201 0.04 0.16 0.09 0.17
C -3.934 5.376 5.375 -0.14 -0.63 0.61 -0.05
C -4.364 6.758 4.986 0.24 0.60 0.39 -0.31
O -3.638 6.990 3.790 -0.36 -0.61 -0.09 0.15
C -3.455 5.769 3.225 0.31 -0.03 -0.69 -0.55
O -3.123 5.593 2.095 0.05 -0.12 0.29 0.16
O -3.702 4.766 4.106 0.01 0.39 -0.20 0.04
F -3.983 7.669 5.910 -0.10 0.04 -0.09 0.09
H -3.008 5.372 5.955 -0.04 0.24 -0.05 0.15
H -4.700 4.841 5.935 0.03 -0.10 -0.23 0.15
H -5.435 6.859 4.789 0.06 0.14 0.06 0.18
C -1.523 -7.248 7.381 -0.07 -0.27 -0.74 -0.06
C -1.845 -6.209 8.411 -0.50 0.05 0.45 -0.32
O -1.030 -6.581 9.506 0.21 0.10 -0.62 0.14
C 0.057 -7.199 8.965 0.88 -0.36 0.47 -0.54
O 1.069 -7.406 9.550 -0.32 0.03 -0.19 0.18
O -0.159 -7.541 7.665 -0.14 0.25 0.33 0.08
F -3.147 -6.283 8.792 -0.03 0.14 0.01 0.07
H -2.123 -8.154 7.498 -0.08 0.14 0.17 0.15
H -1.642 -6.878 6.362 0.24 -0.02 0.04 0.14
H -1.606 -5.186 8.109 -0.15 -0.02 0.09 0.15
```
Forces are in eV/Å.

Output
Total charge: +1
HOMO-LUMO gap in eV: 8.02
ΔE to the lowest compared entry with this formula, charge and spin in kcal/mol: 50.57